1.
Molecular formula: C13H21F6IO9P2S
Method: DFT, ωB97M-V/def2-TZVPD

XYZ file:
```
53
C13H21F6IO9P2S, DFT ωB97M-V/def2-TZVPD
C -1.403 -2.177 -0.069
P 0.265 -1.437 -0.124
O 0.289 -0.982 -1.726
C -0.060 0.204 0.682
C 1.253 0.965 0.895
O 1.554 1.790 -0.242
S 1.270 3.375 -0.174
O 1.661 3.831 1.144
O -0.366 3.450 -0.201
C -1.182 2.511 0.507
P -3.009 3.026 0.514
O -3.027 4.075 1.783
I -3.087 4.640 -1.302
C -1.056 1.098 -0.072
H -1.610 -2.531 0.941
H -2.191 -1.485 -0.359
H -1.422 -3.025 -0.754
H 1.129 -1.247 -2.110
H -0.468 -0.016 1.676
H 2.097 0.287 1.011
H 1.225 1.593 1.788
H -0.890 2.547 1.567
H -2.447 3.808 2.504
H -0.741 1.193 -1.110
H -2.038 0.625 -0.087
C 1.838 1.989 -4.179
C 1.089 3.271 -4.459
O 1.997 4.358 -4.749
C 2.435 4.428 -5.992
O 2.170 3.704 -6.903
C 3.357 5.663 -6.152
F 4.212 5.774 -5.133
F 2.611 6.775 -6.195
F 4.052 5.579 -7.279
H 2.553 2.133 -3.368
H 1.130 1.214 -3.882
H 2.379 1.644 -5.060
H 0.534 3.597 -3.581
H 0.392 3.155 -5.287
C -1.243 -7.511 5.682
C -2.129 -6.296 5.536
O -1.359 -5.138 5.125
C -1.115 -5.036 3.833
O -1.456 -5.775 2.959
C -0.323 -3.736 3.551
F 0.655 -3.546 4.434
F -1.157 -2.683 3.620
F 0.201 -3.766 2.333
H -0.431 -7.310 6.381
H -1.830 -8.346 6.063
H -0.815 -7.800 4.723
H -2.568 -6.001 6.486
H -2.926 -6.460 4.813
```

The value obtained for the strongest force on any atom is 0.6 eV/Å. Its HOMO energy is -9.00 eV. Its LUMO energy is 0.00 eV. The value obtained for the energy is -86068.725 eV. For the molecular weight, the calculation gives 656.2 g mol⁻¹. Its HOMO-LUMO gap is 8.995 eV.

Löwdin atomic charge list, values in e, 2 entries: C -0.26; P 0.89

2.
Molecular formula: C26H20BrN2O3Pt
Method: DFT, ωB97M-V/def2-TZVPD

XYZ file:
```
53
C26H20BrN2O3Pt, DFT ωB97M-V/def2-TZVPD
Pt -0.817 0.063 -2.270
Br 6.541 -0.231 -0.949
C 4.757 -0.648 -1.370
C 3.845 0.373 -1.576
C 2.527 0.056 -1.844
C 2.109 -1.275 -1.888
C 3.053 -2.292 -1.725
C 4.372 -1.979 -1.470
N 0.736 -1.549 -2.103
C 0.194 -2.678 -1.899
C -1.243 -2.819 -2.130
C -1.917 -4.017 -2.001
C -3.294 -4.039 -2.160
C -3.958 -2.862 -2.466
C -3.220 -1.701 -2.610
N -1.895 -1.681 -2.435
H 4.162 1.406 -1.526
H 1.807 0.846 -2.002
H 2.769 -3.334 -1.817
H 5.105 -2.765 -1.347
H 0.747 -3.537 -1.533
H -1.364 -4.921 -1.775
H -3.844 -4.965 -2.046
H -5.032 -2.836 -2.587
H -3.694 -0.765 -2.867
O -0.770 0.174 0.049
C -0.575 1.509 0.580
C -0.545 2.543 -0.670
O -0.645 3.722 -0.455
O -0.290 1.947 -1.792
C -1.722 1.766 1.556
C -1.979 0.742 2.481
C -3.052 0.820 3.356
C -3.890 1.926 3.323
C -3.624 2.956 2.435
C -2.548 2.884 1.556
C 0.805 1.577 1.228
C 1.532 0.406 1.438
C 2.762 0.444 2.083
C 3.287 1.652 2.512
C 2.568 2.821 2.300
C 1.336 2.789 1.665
H -1.653 -0.104 0.334
H -1.305 -0.108 2.545
H -3.224 0.020 4.066
H -4.735 1.988 3.998
H -4.263 3.830 2.416
H -2.361 3.703 0.881
H 1.127 -0.542 1.110
H 3.307 -0.477 2.256
H 4.247 1.683 3.012
H 2.973 3.772 2.629
H 0.791 3.707 1.501
```

The value obtained for the strongest force on any atom is 2.4 eV/Å. Its HOMO energy (spin up / spin down) is -11.36 / -11.35 eV. Its LUMO energy (spin up / spin down) is -4.73 / -5.35 eV. The value obtained for the energy is -109690.978 eV. As for the total charge: +1. The energy relative to the best compared isomer or geometry (same formula, charge and spin) is 0.0 kcal/mol. For the molecular weight, the calculation gives 683.4 g mol⁻¹. The spin multiplicity is 3. Its HOMO-LUMO gap (spin up / spin down) is 6.623 / 6.001 eV.

Löwdin atomic charge list, values in e, 2 entries: Pt 1.34; Br 0.80

3.
Molecular formula: C30H46BrN3P2Ti
Method: DFT, ωB97M-V/def2-TZVPD

XYZ file:
```
83
C30H46BrN3P2Ti, DFT ωB97M-V/def2-TZVPD
C -0.732 6.734 -3.514
C -1.042 5.389 -3.840
C -1.218 5.072 -5.207
C -1.241 6.116 -6.142
N -1.054 7.380 -5.797
C -0.780 7.696 -4.538
C -1.214 4.383 -2.808
C -1.450 3.571 -1.925
C -1.534 2.546 -0.968
C -0.298 1.969 -0.648
C -0.315 0.749 0.058
C -1.602 0.272 0.533
C -2.816 0.858 0.204
C -2.771 2.039 -0.509
Ti -0.213 -0.492 1.630
P 2.030 -1.522 1.043
H -1.399 4.057 -5.557
H -0.508 7.064 -2.500
H -1.434 5.925 -7.197
H -0.606 8.753 -4.334
H -3.700 2.569 -0.755
H 0.660 2.373 -0.986
H -3.766 0.425 0.520
H 0.671 0.149 0.055
C 2.079 -3.063 2.020
C 2.880 -4.227 1.411
H 1.032 -3.378 2.185
H 2.486 -2.822 3.018
H 2.913 -5.070 2.120
H 2.415 -4.605 0.488
H 3.923 -3.949 1.193
C 2.360 -1.852 -0.746
C 2.812 -0.647 -1.588
H 1.394 -2.204 -1.130
H 3.052 -2.705 -0.888
H 2.707 -0.891 -2.656
H 2.199 0.251 -1.410
H 3.870 -0.386 -1.424
C 3.521 -0.566 1.497
C 4.831 -1.338 1.323
H 3.395 -0.238 2.537
H 3.527 0.345 0.881
H 5.685 -0.659 1.454
H 4.939 -2.132 2.073
H 4.943 -1.788 0.326
Br -2.350 -1.098 2.829
P -2.376 -3.206 -1.196
C -0.592 -3.479 -1.017
C -0.136 -4.868 -1.449
H -0.334 -3.249 0.029
H -0.160 -2.717 -1.675
H 0.951 -4.880 -1.606
H -0.402 -5.608 -0.685
H -0.612 -5.154 -2.397
C -3.161 -3.137 0.438
C -4.536 -3.789 0.266
H -3.198 -2.108 0.831
H -2.531 -3.687 1.148
H -5.030 -3.941 1.232
H -5.176 -3.184 -0.392
H -4.393 -4.764 -0.216
C -2.547 -1.584 -1.998
C -2.924 -1.720 -3.479
H -1.596 -1.055 -1.861
H -3.297 -1.012 -1.444
H -3.217 -0.744 -3.880
H -2.072 -2.095 -4.056
H -3.765 -2.409 -3.616
C 2.534 1.322 6.058
C 1.551 1.389 4.954
C 0.806 2.469 4.515
C 0.066 2.064 3.409
N 0.424 0.782 3.123
N 1.300 0.388 4.099
C -0.982 2.832 2.718
H 3.394 1.968 5.820
H 2.091 1.717 6.985
H 2.911 0.308 6.251
H 0.815 3.454 4.937
H 1.701 -0.554 4.140
H -1.085 3.789 3.258
H -0.739 3.074 1.673
H -1.966 2.336 2.754
```

The value obtained for the strongest force on any atom is 5.0 eV/Å. Its HOMO energy (spin up / spin down) is -13.07 / -13.07 eV. Its LUMO energy (spin up / spin down) is -5.82 / -8.63 eV. The value obtained for the energy is -148044.258 eV. As for the total charge: +2. The energy relative to the best compared isomer or geometry (same formula, charge and spin) is 0.0 kcal/mol. For the molecular weight, the calculation gives 638.4 g mol⁻¹. The spin multiplicity is 3. Its HOMO-LUMO gap (spin up / spin down) is 7.252 / 4.443 eV.

Löwdin atomic charge list, values in e, 2 entries: C 0.00; C -0.22

4.
Molecular formula: C3H13NO2S
Method: DFT, ωB97M-V/def2-TZVPD

XYZ file:
```
20
C3H13NO2S, DFT ωB97M-V/def2-TZVPD
C 1.513 -0.977 -1.629
N 1.267 -0.170 -0.251
C -0.030 0.328 -0.020
C -0.180 1.531 1.074
S -1.971 1.569 1.664
H 0.528 -1.446 -1.851
H 1.852 -0.198 -2.324
H 2.237 -1.813 -1.392
H 2.007 0.599 -0.287
H -0.673 -0.485 0.367
H -0.400 0.697 -0.989
H 0.224 2.496 0.543
H 0.710 1.324 1.691
H -1.888 0.352 2.370
H -2.242 0.772 -1.072
H -3.505 0.227 -1.781
O -2.626 0.071 -1.598
H 1.121 -1.485 1.105
H 0.614 -1.544 2.434
O 1.442 -1.848 1.946
```

The value obtained for the strongest force on any atom is 4.2 eV/Å. Its HOMO energy is -9.13 eV. Its LUMO energy is 0.53 eV. The value obtained for the energy is -19740.106 eV. The SMILES is CNCCS.O.O. The energy relative to the best compared isomer or geometry (same formula, charge and spin) is 53.9 kcal/mol. For the molecular weight, the calculation gives 127.2 g mol⁻¹. Its HOMO-LUMO gap is 9.658 eV.

Löwdin atomic charge list, values in e, 2 entries: C -0.03; N -0.18

5.
Molecular formula: C4H8N3O
Method: DFT, ωB97M-V/def2-TZVPD

XYZ file:
```
16
C4H8N3O, DFT ωB97M-V/def2-TZVPD
C 0.246 0.517 0.493
C -0.799 -0.609 -0.443
C 0.188 1.455 -0.706
C 1.483 -0.124 1.000
N -1.049 -0.177 -1.591
N -0.385 1.086 -1.794
N -1.388 -1.829 0.080
O 0.660 2.696 -0.641
H -0.288 1.028 1.339
H 2.211 0.631 0.939
H 1.748 -0.920 0.210
H 1.348 -0.578 2.065
H -1.614 -1.659 1.030
H -0.701 -2.546 0.027
H -2.146 -2.164 -0.530
H 0.486 3.194 -1.478
```

The value obtained for the strongest force on any atom is 4.5 eV/Å. Its HOMO energy is -13.97 eV. Its LUMO energy is -4.02 eV. The value obtained for the energy is -10785.905 eV. As for the total charge: +1. The SMILES is C[C@@H]1C([NH3+])=NN=C1O. The energy relative to the best compared isomer or geometry (same formula, charge and spin) is 101.4 kcal/mol. For the molecular weight, the calculation gives 114.1 g mol⁻¹. Its HOMO-LUMO gap is 9.946 eV.

Löwdin atomic charge list, values in e, 2 entries: C -0.13; C -0.22